Entry 1:
59
Properties=species:S:1:pos:R:3:forces:R:3 method="wB97M-V/def2-TZVPD" charge=-2 orbital_gap_ev=4.96 de_lowest_kj_mol=27.6 homo_energy_ev=-0.52 total_energy_ev=-131862.155
F 0.423 5.513 -2.833 -0.0692 -0.3063 0.1416
H 1.043 -3.511 5.946 0.0556 0.0374 0.0614
C 2.860 -2.429 -1.600 0.2188 -0.1499 0.0591
C 0.397 -3.907 3.946 0.0158 -0.0677 0.1778
O 1.014 -0.130 -3.680 0.0458 0.1551 -0.2751
H 6.504 -4.574 -1.044 -0.2473 -0.0045 -0.1017
H -0.664 -1.016 3.522 0.0141 0.0370 0.0713
C 5.492 -4.834 -1.408 0.7702 -0.7478 0.5781
C 0.430 -3.501 2.621 -0.2222 -0.2576 -0.3693
H -2.228 -0.178 3.680 0.0380 0.0729 -0.0649
O 5.426 -4.610 -2.797 -0.2908 0.3163 -0.4610
S -1.938 -2.211 -0.127 -0.7735 0.4916 -0.2309
H 2.332 -1.484 5.330 -0.0055 -0.0367 0.0054
N 0.950 -1.898 0.979 0.6430 0.4411 -0.2524
H -0.956 1.925 3.462 -0.0222 -0.0338 0.0067
C 1.791 -2.043 4.572 0.1149 0.1700 0.4123
C 2.381 -1.850 -2.778 -0.1317 0.1734 -0.1075
H 5.305 -5.904 -1.201 -0.0266 0.2449 -0.0646
F 2.161 0.968 -0.360 -0.0145 0.3232 -0.1896
F 3.909 2.537 -1.764 -0.2887 -0.0876 0.1156
N -0.137 -4.188 1.586 0.0029 -0.4684 0.2535
F -1.368 3.968 -1.594 0.2124 -0.1326 -0.0165
H -2.682 0.068 0.817 -0.0528 0.0790 0.2194
C 2.191 4.039 -2.332 -0.2128 -0.1801 0.0607
H -1.979 -1.435 2.433 -0.0318 0.0266 -0.0204
C 2.590 2.855 -1.718 0.1060 0.1993 -0.0439
C 2.930 -2.177 -4.010 -0.1667 0.1419 0.0525
C 0.316 2.346 -0.932 0.4387 1.0473 -0.6748
H -2.470 1.868 -0.620 -0.0836 0.1343 0.1574
N -0.430 1.533 -0.230 -0.2904 -0.0828 0.0103
H 2.530 -1.690 -4.886 -0.0589 0.0855 -0.0397
C 3.875 -3.342 -1.729 0.2374 -0.0524 -0.6787
H 2.445 -2.157 -0.639 -0.0330 0.0201 0.1111
C -1.742 1.902 0.202 -0.2278 0.5727 0.1264
H 2.891 4.671 -2.846 0.0935 0.0658 -0.1031
N -1.041 0.380 2.012 -0.1850 -0.0562 0.2643
C 0.846 4.356 -2.247 0.3757 0.0991 -0.0097
Se -0.029 -3.164 0.150 0.3422 -1.5575 -0.0765
H 4.395 -3.356 -5.086 0.0439 -0.0473 -0.1278
O 0.559 -0.880 -1.637 0.3638 -0.2916 -0.8892
C 1.802 -1.590 3.252 0.0302 0.0282 -0.2722
C -0.061 3.560 -1.586 -0.1474 -0.0183 0.0920
C 1.706 2.057 -1.041 0.2022 -0.0425 0.0413
H -0.159 -4.795 4.217 -0.0368 -0.0788 -0.0435
C -2.181 0.918 1.289 -0.3713 0.2569 -0.1428
Mg -0.025 -0.386 0.032 -0.3134 0.0388 1.1364
C 1.225 -0.848 -2.708 0.2851 -0.2915 -0.4356
C 1.096 -2.283 2.283 -0.0656 0.0075 0.3102
C 4.414 -3.676 -2.968 -0.1285 0.0955 0.4567
H -2.886 1.416 1.984 0.0419 -0.1193 -0.0957
C 1.076 -3.175 4.915 0.0748 -0.0109 0.2820
C -0.315 1.414 2.724 0.2025 0.2014 0.0042
H 2.347 -0.696 2.972 0.0027 0.0371 -0.0091
H -1.739 2.929 0.609 -0.1258 -0.1384 -0.0870
H 0.080 2.149 2.027 -0.0167 0.0570 -0.0367
H 0.525 0.958 3.243 0.0168 -0.0378 0.1098
O 4.539 -4.052 -0.745 -0.3401 0.3002 0.0995
C -1.504 -0.611 2.964 -0.2246 -0.4235 0.3420
C 3.963 -3.102 -4.132 0.2165 -0.2356 0.1608

---

Entry 2:
84
Properties=species:S:1:pos:R:3:forces:R:3 method="wB97M-V/def2-TZVPD" charge=0 orbital_gap_ev=7.85 de_lowest_kj_mol=123.6 homo_energy_ev=-9.95 total_energy_ev=-158934.123
H 13.938 26.914 -0.452 -0.2787 -0.4666 0.2316
O 17.080 31.698 6.250 0.8994 -3.0893 -2.2638
C 12.672 31.565 4.705 1.0517 0.5936 2.1036
N 12.793 30.523 3.670 -0.2148 -0.4980 -1.1982
C 11.517 33.454 5.752 0.1466 -1.1246 -1.2486
H 10.748 34.211 5.722 -0.1374 -0.1647 -0.0628
C 16.885 32.429 -0.199 0.7383 -1.7494 -0.2922
C 17.907 24.601 5.007 1.6995 -1.7805 0.7259
H 19.830 23.624 4.477 -0.2010 -0.0751 -0.2595
C 16.952 23.926 7.128 1.5191 0.1011 -1.0530
H 18.142 22.640 8.254 0.1341 -0.2995 0.0796
O 14.798 24.294 2.981 -0.9744 2.0016 0.5033
F 17.642 31.366 3.950 0.2131 0.3293 -0.3270
S 13.192 26.482 4.097 -6.8859 6.2036 6.7389
N 17.846 25.428 3.808 1.8790 -1.2290 -3.6959
S 16.713 28.824 6.227 -4.2945 -8.2945 2.9672
O 18.109 28.852 -1.183 0.4122 0.1158 1.3783
H 10.962 32.451 3.872 -0.2706 0.1317 0.0633
C 16.946 24.746 5.988 -0.9070 0.0048 0.2142
F 16.176 27.625 -0.569 -0.2745 0.5061 -0.2212
H 10.743 26.062 -3.143 -0.1329 -0.2426 0.1040
O 17.352 26.539 3.818 -1.3535 1.0621 1.0046
C 15.134 33.874 0.403 -0.8338 1.9574 -0.3572
H 16.770 34.991 -2.347 -0.4056 0.0220 -0.3565
O 19.887 27.274 1.566 -1.9004 1.9455 -1.2489
C 13.015 27.181 -0.944 0.4830 0.5587 0.2028
H 17.447 31.522 -0.029 0.2074 -0.1516 -0.0178
S 17.664 30.661 5.362 3.0243 5.6650 -1.7599
S 17.743 27.876 -0.201 -5.4981 -5.3170 -7.8034
C 15.339 34.723 -0.706 2.0112 -2.2788 0.4603
C 18.074 23.133 7.295 -0.4410 -0.8227 1.3693
C 11.641 28.961 -1.752 -0.2981 1.1956 -0.1989
F 18.912 28.753 3.038 -0.5940 0.5849 -0.3692
H 14.314 34.290 0.969 0.0017 -0.8822 0.8252
O 13.535 25.685 5.227 0.6267 -1.6991 -1.4255
F 15.314 25.901 1.340 0.6194 0.3465 -0.1094
O 13.939 28.976 0.959 0.5207 -0.0656 -0.0020
O 11.894 30.324 2.868 0.4786 0.7144 1.0800
C 10.962 28.103 -2.603 0.6113 -0.6878 1.3450
C 11.281 26.736 -2.492 -2.2654 1.2571 -2.4749
C 12.276 26.289 -1.743 2.3340 -0.4203 2.3432
N 13.388 29.483 -0.012 -0.6036 0.2671 -0.9263
C 19.090 22.942 6.374 0.0785 1.4063 -1.2980
H 20.038 22.452 6.540 -0.3201 -0.4977 0.4336
H 14.297 32.546 7.554 -0.1089 0.0950 0.0854
C 15.923 32.770 0.714 -0.9375 1.9140 -0.8346
C 13.652 31.638 5.770 -0.4105 -1.7187 -2.0636
H 14.710 35.599 -0.752 0.2652 0.0624 -0.4910
O 15.793 30.835 1.815 1.3790 -4.3376 0.8276
H 10.139 28.408 -3.232 0.1693 0.2729 -0.0129
H 14.451 30.911 5.768 0.0897 0.0477 -0.0074
O 14.855 32.563 2.725 1.3055 -1.5137 -0.5379
S 19.080 28.483 1.466 5.0855 1.2508 6.0659
H 17.775 32.789 -2.141 0.2992 0.0108 0.2934
N 14.320 27.024 3.138 -1.6271 -5.4671 -0.8597
C 12.424 33.422 6.763 2.0699 -0.2690 1.1427
H 16.148 25.469 5.900 -0.0141 0.0857 -0.3457
S 14.190 25.458 2.379 2.9100 -2.7265 -6.3151
N 17.339 28.325 1.240 5.3777 0.6160 -0.4269
O 18.194 26.503 -0.383 0.2599 2.4553 0.9445
H 12.426 34.108 7.597 -0.5076 0.3040 -0.0701
O 13.384 30.684 -0.264 0.0149 -1.6049 0.4082
O 15.867 29.512 7.194 2.8034 0.2535 -0.5124
Y 15.800 28.576 2.772 -0.8627 1.2278 0.4893
C 13.545 32.531 6.779 -1.4768 0.8214 -0.3136
F 15.549 27.815 5.797 -0.5233 -1.8990 -0.2384
O 19.686 29.711 0.965 -1.8427 -2.0447 0.3711
O 17.803 27.875 6.551 -2.0162 3.3482 -0.3850
O 19.079 30.318 5.581 -3.4251 0.0095 -0.3462
F 13.087 27.854 4.901 0.3475 0.9615 0.3638
C 17.102 33.139 -1.372 -0.8524 0.8816 0.6143
C 16.406 34.340 -1.566 -0.5553 0.4894 0.3930
O 11.818 26.552 3.585 2.7190 -1.8858 -0.3562
N 15.549 31.981 1.886 -2.2466 5.2802 -0.4944
N 16.640 29.366 4.729 3.6558 4.0408 3.3023
C 12.653 28.522 -0.894 -0.2540 -0.5051 -0.8403
H 12.494 25.233 -1.683 0.2261 -0.0046 -0.1147
C 19.010 23.637 5.179 -1.6804 2.0789 -0.2486
O 13.080 25.243 1.467 0.9771 0.7867 2.1112
C 11.641 32.482 4.712 -0.2402 0.1816 -0.3007
O 18.346 25.012 2.730 -0.9538 0.0452 2.9724
O 13.836 29.854 3.607 0.1483 0.7988 0.6563
H 16.206 23.923 7.909 -0.1307 0.3875 -0.2196
H 11.402 30.014 -1.768 -0.0416 0.1356 0.0904

---

Entry 3:
66
Properties=species:S:1:pos:R:3:forces:R:3 method="wB97M-V/def2-TZVPD" multiplicity=2 charge=-1 orbital_gap_ev="8.01 / 7.92" s2=0.771 homo_energy_ev="-5.61 / -5.60" total_energy_ev=-121157.485
O 0.321 -2.156 0.978 -0.0131 -0.0331 -0.1489
C -0.572 -1.675 -2.606 0.2027 0.2710 -0.0594
H -0.618 0.123 5.012 0.0123 -0.0050 -0.0094
N 4.227 0.359 -2.327 0.0941 0.2048 -0.0903
C 2.808 1.451 1.312 0.0342 0.1297 -0.0445
S -0.275 -2.702 -0.212 0.1228 -0.0841 0.0388
C 3.169 0.129 1.127 -0.1332 -0.0547 0.0483
H -1.379 2.314 5.852 0.0013 0.0072 -0.0008
N 2.750 -1.076 -1.657 -0.3054 -0.1273 -0.0283
O 0.167 -3.973 -0.722 -0.0059 0.2501 0.0806
N 2.820 2.247 -2.662 0.0597 0.0932 -0.0329
S 1.164 1.989 0.866 -0.0376 -0.0569 0.2459
H 0.535 -0.030 2.805 -0.0597 0.0404 0.0371
H -6.404 -2.922 1.697 0.0081 0.0010 -0.0193
H 3.405 3.449 1.845 -0.0008 -0.0079 -0.0009
C 4.482 -0.236 1.391 0.0268 -0.0401 -0.0035
H -0.658 0.704 -4.862 0.0058 0.0086 -0.0116
N 3.986 -0.907 -1.927 0.1744 -0.0119 0.0265
N -1.355 -2.638 -3.084 0.0850 -0.1194 -0.3264
C 3.711 2.413 1.744 0.0143 0.0158 -0.0018
N -1.760 0.762 -1.339 0.3721 0.6309 0.8763
C 5.394 0.705 1.842 0.0178 -0.0009 0.0030
O -3.199 0.980 0.801 0.4413 0.2975 -0.3615
H -4.496 -1.460 1.876 -0.0018 -0.0004 0.0271
C -0.435 1.017 4.431 0.0082 -0.0249 -0.0165
Fe 0.179 0.377 -1.552 -0.3565 0.0367 -0.3331
C 3.048 0.945 -2.279 -0.1259 -0.3779 0.0350
O 0.512 0.727 0.331 -0.1346 0.0216 -0.0976
N -0.240 -0.521 -3.270 -0.8225 -0.0851 0.4449
C -1.836 -2.408 -4.297 -0.0391 -0.0909 0.0348
C 0.417 2.088 2.481 -0.0218 0.0715 0.0174
C -1.622 -1.243 -5.021 0.1017 0.2949 -0.0180
H 2.448 -0.594 0.760 0.0493 0.0522 0.0677
C -2.007 -2.849 0.077 0.0852 -0.1015 -0.1173
N -6.086 -3.317 0.826 -0.0585 -0.0400 0.0326
H -1.026 4.357 4.513 0.0036 0.0011 0.0008
C -0.665 3.402 4.153 -0.0139 0.0172 0.0089
C 1.658 2.901 -2.320 -0.2184 -0.0904 0.0267
C 5.010 2.029 2.025 -0.0007 0.0083 -0.0139
N 0.278 4.423 -1.876 -0.0284 0.1577 0.0265
C -0.832 -0.270 -4.422 0.1044 -0.2394 -0.2115
H -2.086 -1.087 -5.982 0.0177 0.0279 -0.0091
C -2.646 -1.996 0.958 0.1354 0.2048 0.0744
H 0.103 4.199 2.298 0.0079 0.0063 0.0178
H 4.788 -1.258 1.213 0.0013 0.0036 0.0009
C -4.713 -3.178 0.599 0.0882 -0.0282 -0.0781
C -2.716 -3.854 -0.569 0.0186 -0.1440 0.0064
H -2.198 -4.502 -1.264 -0.0312 0.0499 0.0603
C -0.866 2.254 4.901 -0.0141 0.0160 0.0300
C -4.061 -4.022 -0.306 -0.0446 0.0642 0.0540
N 2.099 0.097 -1.868 0.1489 0.2564 -0.0754
H 5.730 2.765 2.361 0.0028 0.0012 0.0029
H -2.468 -3.187 -4.711 -0.0059 -0.0322 0.0089
H -6.436 -4.252 0.690 0.0006 0.0259 -0.0002
C -0.026 3.323 2.922 0.0319 -0.0269 -0.0416
N -0.348 3.317 -1.730 -0.0839 -0.2045 -0.0463
H 6.420 0.414 2.031 -0.0044 -0.0039 0.0040
C 0.213 0.924 3.212 0.0763 -0.0467 -0.1166
S -2.727 1.506 -0.498 0.0240 -0.8908 -0.5171
N 1.557 4.213 -2.248 0.1120 0.0249 -0.0251
C -3.993 -2.160 1.221 -0.0731 0.0371 -0.0662
N -0.077 -1.564 -1.371 -0.1753 -0.2252 0.2892
N 0.501 2.295 -2.031 0.2083 -0.0063 0.2936
H -4.617 -4.804 -0.810 -0.0249 -0.0010 0.0143
H -2.098 -1.183 1.419 -0.0551 -0.0978 -0.0135
H 3.636 2.829 -2.750 -0.0089 -0.0305 0.0009